No. 1
{"formula": "C40H36BrCl2INSSbW", "method": "ωB97M-V/def2-TZVPD", "species": ["W", "C", "C", "C", "C", "C", "C", "C", "C", "C", "C", "H", "H", "H", "H", "H", "H", "H", "H", "H", "H", "H", "H", "H", "H", "S", "Sb", "C", "C", "C", "C", "C", "C", "C", "C", "C", "C", "C", "C", "C", "C", "C", "C", "C", "C", "H", "H", "H", "H", "H", "H", "H", "H", "H", "H", "H", "H", "H", "H", "H", "Cl", "C", "C", "C", "C", "C", "Cl", "C", "N", "H", "H", "H", "Br", "C", "C", "C", "C", "C", "C", "I", "H", "H", "H", "H"], "xyz": [[-0.852, -1.731, -0.680], [3.051, -2.041, -0.013], [2.595, -3.307, -0.747], [2.717, -4.552, 0.121], [1.228, -3.128, -1.378], [1.094, -2.239, -2.473], [-0.046, -2.219, -3.257], [-1.175, -3.004, -2.939], [-2.391, -3.008, -3.812], [-1.086, -3.835, -1.815], [0.107, -3.910, -1.050], [4.039, -2.200, 0.418], [2.365, -1.791, 0.799], [3.120, -1.184, -0.686], [3.260, -3.438, -1.609], [2.100, -4.487, 1.018], [3.753, -4.663, 0.439], [2.448, -5.457, -0.424], [1.956, -1.656, -2.772], [-0.072, -1.588, -4.136], [-2.181, -3.604, -4.703], [-2.646, -2.001, -4.141], [-3.248, -3.444, -3.303], [-1.893, -4.521, -1.597], [0.177, -4.667, -0.279], [-1.648, 0.039, -2.225], [-0.641, 1.977, -1.314], [0.254, 2.116, 0.574], [0.238, 3.386, 1.139], [0.878, 3.593, 2.355], [1.528, 2.544, 2.988], [1.546, 1.280, 2.412], [0.903, 1.060, 1.204], [1.030, 2.155, -2.561], [2.194, 1.473, -2.208], [3.307, 1.540, -3.033], [3.258, 2.290, -4.202], [2.102, 2.972, -4.549], [0.981, 2.906, -3.730], [-1.893, 3.555, -1.793], [-3.232, 3.308, -2.078], [-4.042, 4.368, -2.458], [-3.515, 5.649, -2.548], [-2.176, 5.886, -2.263], [-1.351, 4.837, -1.885], [-0.276, 4.212, 0.662], [0.861, 4.575, 2.807], [2.024, 2.711, 3.934], [2.059, 0.464, 2.906], [0.908, 0.060, 0.779], [2.249, 0.918, -1.276], [4.219, 1.026, -2.757], [4.131, 2.351, -4.839], [2.069, 3.557, -5.458], [0.081, 3.441, -4.010], [-3.643, 2.309, -2.002], [-5.085, 4.194, -2.684], [-4.152, 6.471, -2.845], [-1.772, 6.886, -2.340], [-0.304, 5.025, -1.680], [-2.955, -3.454, 0.815], [-3.507, -2.036, 1.663], [-4.543, -2.146, 2.565], [-5.005, -0.986, 3.175], [-4.455, 0.245, 2.845], [-3.407, 0.319, 1.942], [-2.807, 1.882, 1.499], [-2.874, -0.824, 1.366], [-1.772, -0.859, 0.535], [-4.985, -3.109, 2.777], [-5.813, -1.040, 3.891], [-4.840, 1.157, 3.278], [-0.875, -0.330, 4.829], [0.898, -0.967, 4.838], [1.786, -0.410, 5.751], [3.113, -0.813, 5.766], [3.567, -1.770, 4.871], [2.686, -2.336, 3.960], [1.357, -1.936, 3.955], [0.070, -2.826, 2.590], [1.429, 0.335, 6.448], [3.792, -0.374, 6.484], [4.600, -2.088, 4.885], [3.028, -3.094, 3.269]], "forces_ev_per_a": [[-1.35, 2.22, -0.46], [-0.01, 0.01, -0.01], [0.00, 0.09, -0.01], [0.00, -0.02, 0.02], [0.05, -0.12, -0.01], [0.28, -0.30, 0.10], [-0.03, -0.08, -0.04], [-0.02, -0.11, 0.07], [0.01, 0.09, 0.00], [0.35, -0.40, -0.10], [0.10, -0.36, -0.20], [0.01, 0.01, -0.01], [0.02, -0.03, 0.03], [-0.03, 0.01, 0.00], [0.01, -0.01, 0.02], [0.01, 0.01, 0.00], [0.00, -0.01, 0.01], [-0.01, 0.00, -0.01], [-0.08, 0.14, 0.07], [-0.06, 0.08, 0.06], [-0.01, 0.00, 0.00], [0.01, 0.00, 0.00], [0.00, -0.01, 0.00], [-0.07, 0.14, 0.10], [-0.02, 0.15, 0.12], [0.22, -0.17, 0.39], [0.49, -0.13, -0.45], [-0.11, -0.14, 0.15], [0.05, -0.07, 0.09], [-0.01, 0.00, -0.03], [0.00, -0.02, -0.02], [0.05, 0.04, -0.03], [0.01, 0.03, -0.06], [0.06, 0.06, -0.02], [0.03, 0.04, -0.02], [-0.01, 0.00, -0.01], [0.00, 0.00, 0.01], [-0.02, -0.02, 0.02], [0.01, -0.07, -0.05], [-0.11, 0.09, 0.07], [0.00, 0.11, 0.04], [0.01, -0.02, 0.01], [-0.01, 0.01, 0.00], [0.02, -0.02, 0.01], [-0.11, 0.00, -0.03], [-0.02, 0.00, 0.00], [0.01, 0.01, 0.00], [0.00, 0.00, 0.01], [0.00, 0.04, -0.03], [-0.01, 0.08, 0.00], [0.00, 0.02, 0.00], [0.00, 0.00, 0.01], [0.00, -0.01, 0.00], [0.00, 0.01, 0.00], [0.00, 0.00, 0.00], [0.01, -0.01, -0.01], [0.00, 0.00, 0.00], [0.00, 0.00, 0.00], [0.00, 0.01, 0.00], [0.01, -0.01, -0.01], [-0.10, -0.09, 0.17], [-0.02, -0.25, 0.01], [0.00, 0.14, 0.00], [0.09, 0.01, -0.07], [-0.04, -0.06, 0.02], [-0.19, 0.38, 0.17], [0.01, -0.13, 0.04], [0.34, -0.13, -0.19], [0.29, -1.10, -0.09], [-0.01, -0.01, 0.00], [-0.01, 0.00, -0.01], [-0.01, 0.00, 0.02], [-0.06, -0.01, -0.02], [0.13, 0.05, 0.10], [0.04, -0.03, 0.00], [-0.04, 0.05, 0.01], [-0.02, -0.03, -0.05], [0.07, 0.06, 0.14], [0.00, 0.07, -0.08], [-0.18, -0.31, 0.04], [0.00, 0.01, 0.01], [0.00, 0.00, 0.01], [0.01, 0.00, 0.00], [-0.01, -0.02, 0.00]], "mulliken_charge": [-0.24, -0.48, 0.60, -1.84, 0.15, 0.05, -0.95, 0.76, -1.60, -1.22, -0.20, 0.56, -0.26, -0.12, 0.51, 0.28, 0.42, 0.46, 0.64, 0.37, 0.37, 0.33, 0.43, 0.75, 0.67, -0.62, 1.68, 0.72, -0.76, -0.81, -0.86, -0.58, 0.63, 0.97, -0.69, -0.59, -0.60, -0.71, -0.56, 0.78, -0.56, -0.77, -0.49, -0.92, -0.27, 0.44, 0.45, 0.46, 0.66, -0.61, 0.31, 0.48, 0.41, 0.43, 0.45, 0.32, 0.43, 0.42, 0.42, 0.49, -0.20, 1.12, -0.82, -0.50, -0.62, 0.65, -0.12, -0.81, 0.73, 0.49, 0.44, 0.48, -0.04, 0.07, -0.47, -0.63, -0.74, -0.24, 0.12, 0.37, 0.47, 0.41, 0.43, 0.47], "s2": 2.043, "multiplicity": 3, "gap_ha": [0.266, 0.228], "total_charge": 2, "energy_ha": -6097.663288, "de_lowest_kcal_mol": 27.49}

No. 2
{"formula": "C40H36BrCl2INSSbW", "method": "ωB97M-V/def2-TZVPD", "species": ["W", "C", "C", "C", "C", "C", "C", "C", "C", "C", "C", "H", "H", "H", "H", "H", "H", "H", "H", "H", "H", "H", "H", "H", "H", "S", "Sb", "C", "C", "C", "C", "C", "C", "C", "C", "C", "C", "C", "C", "C", "C", "C", "C", "C", "C", "H", "H", "H", "H", "H", "H", "H", "H", "H", "H", "H", "H", "H", "H", "H", "Cl", "C", "C", "C", "C", "C", "Cl", "C", "N", "H", "H", "H", "Br", "C", "C", "C", "C", "C", "C", "I", "H", "H", "H", "H"], "xyz": [[0.203, 1.616, -1.265], [-0.168, 4.804, 1.373], [-0.116, 5.250, -0.088], [1.188, 5.980, -0.392], [-0.433, 4.148, -1.083], [-1.687, 3.489, -1.081], [-2.097, 2.715, -2.165], [-1.282, 2.533, -3.301], [-1.785, 1.835, -4.523], [0.028, 3.028, -3.232], [0.434, 3.838, -2.145], [-0.035, 5.674, 2.015], [0.635, 4.096, 1.592], [-1.118, 4.343, 1.638], [-0.934, 5.966, -0.245], [2.056, 5.330, -0.270], [1.302, 6.807, 0.307], [1.204, 6.399, -1.398], [-2.365, 3.645, -0.252], [-3.072, 2.244, -2.141], [-2.182, 2.587, -5.210], [-2.584, 1.136, -4.284], [-0.987, 1.303, -5.037], [0.720, 2.862, -4.048], [1.432, 4.256, -2.161], [-0.667, -0.316, -2.385], [-1.043, -2.163, -0.951], [-0.141, -3.788, -1.887], [0.323, -4.833, -1.093], [0.905, -5.935, -1.704], [1.019, -5.982, -3.087], [0.556, -4.933, -3.871], [-0.028, -3.826, -3.273], [-3.118, -2.394, -0.991], [-3.669, -3.494, -1.638], [-5.050, -3.634, -1.684], [-5.864, -2.682, -1.090], [-5.309, -1.582, -0.445], [-3.933, -1.433, -0.396], [-0.461, -2.104, 1.058], [0.853, -1.854, 1.443], [1.182, -1.899, 2.789], [0.208, -2.187, 3.737], [-1.098, -2.441, 3.345], [-1.440, -2.408, 2.000], [0.242, -4.794, -0.013], [1.269, -6.754, -1.100], [1.474, -6.843, -3.558], [0.650, -4.977, -4.947], [-0.380, -3.004, -3.886], [-3.035, -4.243, -2.099], [-5.487, -4.488, -2.183], [-6.939, -2.796, -1.125], [-5.950, -0.848, 0.024], [-3.501, -0.579, 0.118], [1.615, -1.627, 0.710], [2.202, -1.708, 3.098], [0.471, -2.218, 4.787], [-1.854, -2.671, 4.084], [-2.460, -2.617, 1.704], [2.469, -1.794, -1.622], [3.447, -0.737, -0.659], [4.702, -1.154, -0.255], [5.511, -0.288, 0.464], [5.080, 0.997, 0.761], [3.823, 1.401, 0.354], [3.306, 3.022, 0.683], [2.966, 0.536, -0.339], [1.709, 0.957, -0.713], [5.042, -2.145, -0.518], [6.494, -0.609, 0.778], [5.716, 1.690, 1.292], [-2.291, 0.862, 4.921], [-0.442, 0.960, 4.576], [0.440, 0.840, 5.642], [1.808, 0.902, 5.426], [2.308, 1.087, 4.145], [1.435, 1.206, 3.076], [0.068, 1.144, 3.298], [-1.203, 1.299, 1.642], [0.047, 0.703, 6.640], [2.482, 0.813, 6.267], [3.375, 1.141, 3.974], [1.811, 1.342, 2.070]], "forces_ev_per_a": [[-0.40, -0.07, -0.72], [0.01, 0.01, 0.01], [0.00, -0.02, 0.05], [0.01, 0.01, 0.01], [0.16, -0.10, -0.02], [0.06, 0.02, 0.04], [0.04, -0.01, 0.04], [0.09, -0.02, 0.10], [-0.01, -0.04, 0.03], [0.06, 0.06, -0.03], [0.16, -0.02, 0.00], [0.01, 0.00, 0.00], [-0.02, -0.01, 0.00], [0.00, 0.02, 0.00], [-0.01, -0.02, 0.02], [-0.01, 0.00, 0.00], [0.00, 0.00, 0.00], [0.00, 0.00, 0.00], [0.00, 0.00, -0.01], [0.00, 0.01, 0.00], [0.00, -0.01, 0.00], [0.00, 0.00, 0.00], [0.00, 0.00, 0.00], [-0.03, 0.00, -0.02], [-0.02, 0.01, -0.02], [-0.16, 0.03, 0.23], [-0.01, -0.04, 0.03], [-0.03, -0.02, -0.01], [-0.02, -0.01, -0.01], [0.00, 0.01, 0.01], [0.00, 0.00, -0.01], [0.01, -0.01, 0.00], [0.00, -0.01, 0.01], [0.01, 0.01, -0.01], [0.01, -0.03, 0.01], [0.01, 0.00, 0.00], [0.00, 0.00, 0.00], [-0.01, -0.01, 0.00], [0.02, 0.02, 0.02], [0.04, -0.07, -0.01], [0.02, 0.02, -0.03], [0.00, -0.13, 0.01], [0.03, -0.07, -0.01], [0.01, 0.01, 0.00], [0.01, -0.01, 0.00], [0.00, 0.00, 0.00], [0.00, 0.00, 0.00], [0.00, 0.00, 0.00], [0.00, 0.00, 0.00], [0.00, 0.00, 0.00], [0.00, 0.00, -0.01], [0.00, 0.00, 0.00], [0.00, 0.00, 0.00], [0.00, 0.00, 0.00], [-0.01, -0.01, -0.01], [-0.14, -0.06, 0.16], [-0.02, -0.02, -0.01], [0.00, -0.01, -0.01], [0.00, -0.01, 0.01], [-0.01, 0.01, -0.01], [0.12, 0.02, -0.04], [0.10, 0.00, -0.10], [-0.01, 0.00, 0.00], [-0.01, 0.02, 0.02], [0.03, -0.04, -0.01], [-0.01, 0.05, 0.04], [0.04, -0.01, -0.03], [0.04, 0.01, -0.08], [0.07, 0.40, 0.26], [0.00, 0.00, 0.00], [0.00, 0.00, 0.00], [0.01, 0.00, 0.00], [0.02, -0.01, -0.02], [0.01, 0.05, -0.03], [0.00, 0.00, 0.00], [0.00, 0.00, 0.00], [-0.03, 0.04, -0.02], [-0.04, 0.09, -0.01], [0.00, 0.03, 0.01], [-0.15, -0.01, 0.09], [0.00, 0.00, 0.00], [0.00, 0.00, 0.01], [0.02, 0.00, 0.00], [-0.05, -0.03, 0.10]], "mulliken_charge": [0.51, -1.27, 0.69, -1.62, 0.55, -0.89, -0.68, 0.62, -1.55, -0.78, -0.43, 0.48, 0.13, 0.36, 0.40, 0.23, 0.42, 0.45, 0.73, 0.44, 0.42, 0.35, 0.41, 0.49, 0.53, -0.33, 1.52, 0.71, -0.42, -0.76, -0.47, -0.74, -0.64, 0.45, -0.46, -0.73, -0.53, -0.72, -0.39, 0.68, -0.01, -0.57, -0.81, -0.91, -0.63, 0.50, 0.43, 0.42, 0.42, 0.44, 0.49, 0.44, 0.41, 0.44, 0.41, 0.02, 0.55, 0.48, 0.47, 0.46, 0.05, -0.12, -0.65, -0.64, -0.65, 0.59, -0.17, 0.22, 0.02, 0.50, 0.45, 0.51, -0.13, -0.02, -0.39, -0.84, -0.33, 0.37, -0.16, 0.55, 0.47, 0.42, 0.54, -0.19], "s2": 2.023, "multiplicity": 3, "gap_ha": [0.254, 0.252], "total_charge": 2, "energy_ha": -6097.696888, "de_lowest_kcal_mol": 6.41}